The following is a DFT calculation (wB97M-V/def2-TZVPD) of 2 unconnected molecules or ions with the total composition C4H8NO at a distorted geometry.

Each line ends with the Mulliken charge.
Geometry (Å):
C1 0.584 0.264 0.430  0.401
C2 0.768 2.539 1.950  -0.792
C3 -1.369 -1.840 -1.272  -1.084
C4 0.126 -1.815 -0.975  -0.217
N1 0.438 -0.699 -0.204  0.128
O1 0.547 3.414 1.086  -0.333
H1 1.762 2.229 2.266  0.423
H2 -0.096 2.106 2.450  0.444
H3 -1.602 -2.720 -1.863  0.334
H4 -1.946 -1.883 -0.351  0.367
H5 -1.663 -0.957 -1.835  0.365
H6 0.712 -1.758 -1.897  0.297
H7 0.425 -2.705 -0.412  0.294
H8 1.315 3.825 0.627  0.373

Output
HOMO-LUMO gap (spin up / spin down) ... 6.1 / 5.6 eV
E_HOMO (spin up / spin down) ... -10.709 / -16.022 eV
Energy relative to the best compared isomer or geometry (same formula, charge and spin) ... 312.2 kJ/mol
⟨S²⟩ ... 2.029
2S+1 ... 3
E_LUMO (spin up / spin down) ... -0.168 / -0.384 hartree
Maximum force ... 0.13823 Eh/bohr
Total charge ... +1
Calculated total energy ... -7800.482 eV

The following is a DFT calculation (wB97M-V/def2-TZVPD) of 2 unconnected molecules or ions with the total composition C2ClNOS at a distorted geometry.

Each line ends with the Mulliken charge.
Geometry (Å):
C1 1.653 0.534 0.068  0.361
C2 -1.426 -0.502 0.060  0.600
N1 1.043 1.514 0.130  -0.552
O1 -1.946 -1.544 0.071  -0.239
S1 2.057 -1.031 -0.154  -0.302
Cl1 -1.380 1.029 -0.176  0.132

Output
HOMO-LUMO gap (spin up / spin down) ... 7.1 / 5.3 eV
E_HOMO (spin up / spin down) ... -8.824 / -8.169 eV
Energy relative to the best compared isomer or geometry (same formula, charge and spin) ... 318.7 kJ/mol
E_LUMO (spin up / spin down) ... -0.063 / -0.104 hartree
Maximum force ... 0.07505 Eh/bohr
Calculated total energy ... -28965.045 eV

The following is a DFT calculation (wB97M-V/def2-TZVPD) of C5H10O in the gas phase.

Each line ends with the Mulliken charge.
Geometry (Å):
C1 -2.175 -0.890 0.285  -0.694
O1 -1.092 -0.119 0.758  -0.371
C2 -0.437 0.627 -0.218  0.073
C3 0.629 1.570 0.222  -0.801
C4 0.989 0.353 -0.608  0.149
C5 1.796 -0.748 0.040  -1.284
H1 -3.046 -0.681 0.913  0.211
H2 -1.952 -1.962 0.333  0.233
H3 -2.431 -0.641 -0.753  0.349
H4 -1.097 0.972 -1.017  0.375
H5 0.915 1.517 1.269  0.228
H6 0.648 2.571 -0.196  0.251
H7 1.212 0.519 -1.660  0.351
H8 1.467 -1.745 -0.271  0.289
H9 1.720 -0.695 1.130  0.274
H10 2.855 -0.648 -0.226  0.367

Output
HOMO-LUMO gap ... 10.2 eV
E_HOMO ... -9.019 eV
Energy relative to the best compared isomer or geometry (same formula, charge and spin) ... 161.0 kJ/mol
E_LUMO ... 0.042 hartree
Maximum force ... 0.00522 Eh/bohr
SMILES string ... CO[C@H]1C[C@H]1C
Calculated total energy ... -7393.096 eV

The following is a DFT calculation (wB97M-V/def2-TZVPD) of 14 unconnected molecules or ions with the total composition C3H37N2O13 at a distorted geometry.

Each line ends with the Mulliken charge.
Geometry (Å):
N1 -0.960 -1.464 1.177  0.394
C1 0.050 -2.078 2.124  -0.315
C2 0.617 -1.009 3.113  -0.735
N2 -0.158 0.261 2.864  -0.078
C3 -0.776 0.827 4.087  -0.998
H1 -1.701 -1.008 1.600  0.415
H2 -0.168 -2.282 -1.488  0.315
H3 -1.212 -2.254 0.457  0.401
H4 -0.626 -2.694 2.704  0.506
H5 0.824 -2.610 1.501  0.110
H6 0.606 -1.463 4.104  0.344
H7 1.674 -1.059 2.816  0.332
H8 0.621 0.895 2.525  0.148
H9 -1.351 0.066 4.629  0.366
H10 -1.288 1.785 3.844  0.264
H11 -0.163 1.017 5.040  0.348
H12 1.880 2.119 -2.629  0.422
H13 2.685 3.478 -2.906  0.260
O1 2.551 2.757 -2.289  -0.670
H14 -0.144 0.716 -0.583  0.058
H15 -1.068 -0.380 -1.529  0.212
O2 -0.258 -0.205 -1.042  -0.532
H16 -2.480 1.665 1.376  0.257
H17 -3.497 2.883 1.342  0.320
O3 -3.298 2.014 0.975  -0.713
H18 -0.455 3.126 -3.377  0.273
H19 0.356 1.862 -3.622  0.286
O4 -0.394 2.214 -3.128  -0.512
H20 -3.779 -2.329 -0.885  0.298
H21 -2.503 -2.491 -1.715  0.348
O5 -3.310 -1.925 -1.624  -0.606
H22 3.526 -0.615 -0.856  0.381
H23 2.095 -1.161 -0.228  0.272
O6 2.843 -1.298 -0.790  -0.699
H24 2.054 -4.605 -0.450  0.288
H25 2.529 -3.166 -0.649  0.325
O7 1.776 -3.693 -0.243  -0.604
H26 -4.518 -0.880 1.475  0.281
H27 -3.528 0.299 1.125  0.402
O8 -3.603 -0.648 1.370  -0.629
H28 -0.187 -3.780 -0.877  0.301
H29 -0.561 -0.725 0.536  -0.141
O9 -0.759 -3.002 -1.116  -0.748
H30 1.491 2.037 -0.431  0.251
H31 0.072 2.668 -0.080  0.358
O10 0.675 1.934 0.067  -0.565
H32 0.829 0.323 -2.475  0.522
H33 1.757 -0.316 -3.598  0.304
O11 1.406 0.479 -3.211  -0.746
H34 -1.884 3.680 -1.050  0.306
H35 -0.909 4.810 -0.954  0.279
O12 -1.087 3.935 -0.564  -0.627
H36 4.851 -0.306 -2.307  0.319
H37 4.151 1.089 -2.331  0.349
O13 4.704 0.504 -1.827  -0.699

Output
HOMO-LUMO gap ... 10.1 eV
E_HOMO ... -12.543 eV
Energy relative to the best compared isomer or geometry (same formula, charge and spin) ... 79.4 kJ/mol
E_LUMO ... -0.088 hartree
Maximum force ... 0.09210 Eh/bohr
Total charge ... +1
Calculated total energy ... -33303.527 eV

Which of these has the lowest energy relative to the best compared isomer or geometry (same formula, charge and spin)?
C3H37N2O13

Among the records above, which one has the lowest maximum force?
C5H10O